Record 1
The following is a quantum chemistry calculation of a structure of composition C6H10O, from OMol25.

Geometry as XYZ:
```
17
Properties=species:S:1:pos:R:3:lowdin_charge:R:1
C 1.861 -0.683 -0.060 -0.0901
C 0.839 0.222 0.581 -0.1874
C -0.041 1.481 -0.474 -0.0192
C -1.268 0.836 0.141 -0.3251
O -1.902 -0.034 -0.789 -0.0786
C -1.229 -1.171 -0.223 -0.1253
C -0.553 -0.307 0.872 -0.1986
H 2.185 -1.491 0.616 0.0834
H 2.757 -0.127 -0.341 0.0733
H 1.461 -1.180 -0.957 0.0647
H 1.015 1.294 0.683 0.0869
H 0.046 2.582 -0.301 0.1111
H 0.140 1.270 -1.517 0.0998
H -1.957 1.488 0.683 0.1463
H -0.577 -1.670 -0.953 0.1079
H -1.958 -1.902 0.149 0.1171
H -0.820 -0.608 1.891 0.1339
```

Output
Kohn-Sham gap in eV: 9.30
Highest occupied orbital energy in eV: -8.2
Energy relative to the best compared isomer or geometry (same formula, charge and spin) in kcal/mol: 91.7
Total charge: 0

Record 2
The following is a quantum chemistry calculation of the molecule C4H4N2, from OMol25.

Geometry as XYZ:
```
10
Properties=species:S:1:pos:R:3:lowdin_charge:R:1
C 1.042 0.311 0.078 -0.0654
C 0.530 -0.638 0.947 -0.1405
N -0.747 -0.991 0.886 0.0809
C -1.434 -0.350 -0.052 -0.2289
N -1.007 0.370 -1.083 0.0808
C 0.272 0.710 -1.001 -0.1413
H 2.022 0.717 0.226 0.0931
H 1.143 -1.098 1.721 0.1105
H -2.498 -0.370 0.071 0.1003
H 0.676 1.339 -1.793 0.1105
```

Output
Kohn-Sham gap in eV: 10.83
Highest occupied orbital energy in eV: -10.1
Energy relative to the best compared isomer or geometry (same formula, charge and spin) in kcal/mol: 4.0
Total charge: 0

Record 3
The following is a quantum chemistry calculation of a structure of composition C21H45GeN7O4Sn, from OMol25.

Geometry as XYZ:
```
79
Properties=species:S:1:pos:R:3:lowdin_charge:R:1
Sn -0.702 -0.529 0.016 1.1981
O -1.597 -5.793 2.664 0.1363
C -1.469 -4.518 2.313 -0.4654
O -1.947 -4.046 1.312 0.0943
C -0.649 -3.744 3.306 -0.1612
C -0.118 -4.386 4.423 0.0373
C 0.635 -3.644 5.313 -0.0071
C 0.826 -2.298 5.054 0.0151
C 0.254 -1.742 3.909 -0.1776
N -0.464 -2.453 3.048 0.1940
C 0.531 -0.305 3.555 -0.4441
O 0.797 0.518 4.565 0.1526
O 0.612 0.137 2.428 -0.0247
H -2.119 -6.287 2.017 0.1475
H -0.301 -5.438 4.574 0.1288
H 1.064 -4.105 6.191 0.1274
H 1.442 -1.706 5.719 0.1239
H 0.654 0.134 5.439 0.1172
N -3.124 -0.960 0.759 -0.0623
C -3.945 -1.309 -0.409 -0.2274
C -3.678 -0.295 -1.513 -0.2036
N -2.302 -0.352 -2.041 -0.1330
C -2.131 -1.276 -3.190 -0.1934
C -1.696 -2.699 -2.846 -0.2583
N -0.282 -2.734 -2.453 -0.0279
H -3.139 -1.714 1.436 0.0710
H -3.526 -0.142 1.207 0.0868
H -5.014 -1.308 -0.177 0.1278
H -3.675 -2.311 -0.729 0.1007
H -3.814 0.698 -1.074 0.1142
H -4.411 -0.420 -2.316 0.1281
H -2.098 0.579 -2.390 0.0434
H -1.365 -0.859 -3.849 0.1178
H -3.069 -1.327 -3.754 0.1218
H -1.892 -3.334 -3.716 0.1206
H -2.287 -3.067 -2.014 0.0941
H 0.291 -2.814 -3.287 0.0755
H -0.115 -3.567 -1.901 0.0713
N 4.838 2.649 -0.769 0.2496
C 3.602 2.179 -0.009 -0.2560
C 3.857 0.828 0.642 -0.0802
C 3.773 -0.395 -0.306 -0.3691
N 2.679 -1.252 0.132 0.0427
C 3.526 0.009 -1.760 -0.1058
C 2.399 1.032 -1.995 -0.3313
N 1.056 0.410 -2.002 0.0052
C 2.398 2.160 -0.936 -0.0918
H 5.640 2.737 -0.143 0.1779
H 4.667 3.555 -1.208 0.1786
H 5.069 1.971 -1.496 0.1453
H 3.443 2.926 0.770 0.1618
H 3.061 0.713 1.373 0.1145
H 4.811 0.843 1.177 0.1272
H 4.732 -0.929 -0.270 0.1405
H 2.833 -1.571 1.082 0.0866
H 2.620 -2.081 -0.450 0.0846
H 3.290 -0.894 -2.329 0.1270
H 4.461 0.385 -2.189 0.1080
H 2.587 1.466 -2.986 0.1422
H 1.056 -0.407 -2.604 0.0582
H 0.403 1.084 -2.394 0.0562
H 1.521 1.999 -0.307 0.1086
H 2.281 3.136 -1.411 0.1068
C -0.126 4.567 -0.533 -0.2201
Ge -1.627 3.277 -0.677 0.7516
C -1.907 3.001 -2.620 -0.2219
C -3.229 4.178 0.031 -0.2174
C -1.231 1.680 0.442 -0.4955
H -0.519 5.580 -0.630 0.0240
H 0.609 4.427 -1.327 -0.0093
H 0.376 4.496 0.433 0.0176
H -2.104 3.972 -3.075 0.0326
H -2.771 2.368 -2.834 0.0096
H -1.030 2.582 -3.119 0.0034
H -3.331 5.157 -0.436 0.0238
H -3.148 4.326 1.108 0.0243
H -4.139 3.612 -0.170 0.0154
H -2.134 1.598 1.061 -0.0414
H -0.470 2.040 1.144 -0.0442
```

Output
Kohn-Sham gap in eV: 7.07
Highest occupied orbital energy in eV: -12.0
Energy relative to the best compared isomer or geometry (same formula, charge and spin) in kcal/mol: 14.9
Total charge: +2

Record 4
The following is a quantum chemistry calculation of the molecule C3H3IN2S, from OMol25.

Geometry as XYZ:
```
10
Properties=species:S:1:pos:R:3:lowdin_charge:R:1
C -0.625 -1.696 -0.347 -0.4197
C -0.994 -0.407 -0.407 -0.6253
C 0.798 0.480 0.070 -0.5951
N 0.629 -2.001 0.014 -0.4152
N 0.710 1.764 0.182 0.0338
S 1.701 -0.811 0.359 0.9736
I -2.608 0.881 -0.009 0.8025
H -0.995 -2.692 -0.504 0.1049
H -0.184 2.140 0.185 -0.0213
H 1.568 2.344 0.456 0.1619
```

Output
Kohn-Sham gap in eV: 7.63
Highest occupied orbital energy in eV: -7.4
Energy relative to the best compared isomer or geometry (same formula, charge and spin) in kcal/mol: 85.8
Total charge: 0

Record 5
The following is a quantum chemistry calculation of a cluster of 2 separate species, C3H9NO in total, from OMol25.

Geometry as XYZ:
```
14
Properties=species:S:1:pos:R:3:lowdin_charge:R:1
C -1.839 0.121 0.486 -0.0365
C -1.169 -0.585 1.429 -0.3130
N -0.868 -1.932 1.385 0.0227
H -2.544 0.879 0.776 0.0398
H -1.680 -0.411 -0.448 0.0454
H -0.877 -0.083 2.349 0.0954
H -0.914 -2.507 2.205 0.0769
H -1.305 -2.468 0.647 0.0828
C 1.976 0.972 -0.858 -0.1550
O 1.417 1.397 -2.125 -0.1356
H 1.187 1.171 -0.130 0.0609
H 2.260 -0.069 -0.777 0.0723
H 2.761 1.696 -0.587 0.0774
H 2.139 1.148 -2.718 0.0666
```

Output
Kohn-Sham gap in eV: 9.03
Highest occupied orbital energy in eV: -8.0
Energy relative to the best compared isomer or geometry (same formula, charge and spin) in kcal/mol: 61.0
Total charge: 0

Record 6
The following is a quantum chemistry calculation of a cluster of 2 separate species, C5H8N2O3 in total, from OMol25.

Geometry as XYZ:
```
18
Properties=species:S:1:pos:R:3:lowdin_charge:R:1
C 1.227 1.919 -0.244 -0.0786
O 2.215 0.965 -0.463 0.0306
C 1.771 -0.209 -0.048 -0.3575
C 2.402 -1.395 -0.245 -0.0687
N 1.696 -2.306 0.428 0.0858
C 0.622 -1.722 0.915 -0.1433
O 0.617 -0.368 0.637 0.0586
H 1.480 2.964 -0.522 0.1214
H 0.722 1.976 0.647 0.0696
H 0.450 1.740 -0.897 0.0559
H 3.261 -1.469 -0.771 0.0907
H -0.188 -1.961 1.542 0.1111
C -2.930 -0.113 0.187 -0.1060
N -2.359 0.830 -0.817 -0.0831
O -1.918 0.175 -1.715 -0.0284
H -2.593 -1.186 0.057 0.0882
H -2.516 0.144 1.256 0.1103
H -3.956 0.015 0.052 0.0434
```

Output
Kohn-Sham gap in eV: 8.37
Highest occupied orbital energy in eV: -8.4
Energy relative to the best compared isomer or geometry (same formula, charge and spin) in kcal/mol: 123.9
Total charge: 0

Record 7
The following is a quantum chemistry calculation of the molecule C9H16N5O4P, from OMol25.

Geometry as XYZ:
```
35
Properties=species:S:1:pos:R:3:lowdin_charge:R:1
C 3.514 -1.081 0.696 0.0111
C 3.160 -0.214 -0.482 -0.4745
O 4.008 0.083 -1.317 0.0831
N 1.786 0.195 -0.575 -0.1303
C 1.367 0.170 -1.981 -0.0807
C 1.602 1.527 0.040 -0.1589
C 0.738 1.499 1.311 -0.1875
C -0.289 2.623 1.377 -0.1897
C -1.453 2.489 0.385 -0.1307
C -1.875 1.075 0.203 -0.3422
N -1.733 0.533 -1.003 0.1166
N -2.059 -0.741 -1.127 0.1002
C -2.493 -1.356 -0.038 -0.3501
P -2.854 -3.142 -0.173 0.4082
O -2.782 -3.834 1.114 -0.2635
O -1.831 -3.708 -1.249 -0.1065
O -4.247 -3.207 -0.901 -0.0925
N -2.679 -0.814 1.159 0.1064
N -2.357 0.455 1.283 0.1331
H 4.542 -0.876 0.957 0.0819
H 3.428 -2.117 0.394 0.0886
H 2.876 -0.891 1.551 0.0752
H 0.321 0.432 -2.063 0.0491
H 1.946 0.843 -2.609 0.0855
H 1.500 -0.832 -2.376 0.0883
H 1.172 2.216 -0.681 0.1187
H 2.577 1.924 0.304 0.1240
H 1.402 1.632 2.161 0.1075
H 0.299 0.519 1.449 0.0970
H 0.234 3.551 1.166 0.1130
H -0.662 2.692 2.390 0.1083
H -2.316 2.996 0.809 0.1184
H -1.259 2.952 -0.572 0.1119
H -0.927 -3.555 -0.962 0.0848
H -4.656 -4.041 -0.643 0.0959
```

Output
Kohn-Sham gap in eV: 8.13
Highest occupied orbital energy in eV: -9.4
Energy relative to the best compared isomer or geometry (same formula, charge and spin) in kcal/mol: 25.1
Total charge: 0

Record 8
The following is a quantum chemistry calculation of the ion C2H3N2O2 with charge -1, from OMol25.

Geometry as XYZ:
```
9
Properties=species:S:1:pos:R:3:lowdin_charge:R:1
O 1.204 2.723 0.113 -0.2060
C 1.083 1.537 0.384 -0.5443
N -0.270 0.905 -0.447 0.1208
C -0.663 -0.226 -0.661 -0.3378
N -1.055 -1.192 -1.329 -0.0488
O -1.966 -2.231 -0.791 -0.1769
H 1.835 0.802 0.134 0.0667
H 0.584 1.336 1.323 0.0588
H -2.634 -2.614 -1.415 0.0674
```

Output
Kohn-Sham gap in eV: 7.11
Highest occupied orbital energy in eV: -3.4
Energy relative to the best compared isomer or geometry (same formula, charge and spin) in kcal/mol: 74.3
Total charge: -1

Record 9
The following is a quantum chemistry calculation of a structure of composition C18H32ClN6O6PRh, from OMol25.

Geometry as XYZ:
```
65
Properties=species:S:1:pos:R:3:lowdin_charge:R:1
Rh 0.353 0.085 0.063 1.2152
O -3.123 0.569 -0.727 -0.2076
Cl -1.936 0.156 -1.349 0.7726
O -2.098 -0.352 -2.646 -0.2039
O -0.896 1.215 -1.301 -0.3930
O -1.250 -0.923 -0.474 -0.3905
N 3.094 -4.569 -0.933 0.2001
C 3.061 -4.071 -2.191 -0.4920
O 3.394 -4.688 -3.179 0.0872
C 2.549 -2.658 -2.330 -0.0754
C 2.846 -1.947 -3.484 0.0473
C 2.385 -0.647 -3.615 -0.0039
C 1.647 -0.095 -2.588 -0.0911
N 1.358 -0.786 -1.476 -0.0670
C 1.780 -2.054 -1.356 -0.0299
H 3.456 -5.502 -0.821 0.1250
H 2.977 -3.998 -0.111 0.0749
H 3.428 -2.432 -4.257 0.1373
H 2.590 -0.061 -4.499 0.1227
H 1.261 0.914 -2.642 0.1164
H 1.475 -2.580 -0.462 0.1132
C -0.682 -2.595 1.909 -0.0349
C 0.778 -2.284 1.837 -0.3766
C 1.843 -3.018 2.305 -0.0604
C 3.031 -2.293 2.012 -0.0696
C 2.655 -1.137 1.374 -0.3892
C 3.494 0.011 0.915 -0.0342
N 1.278 -1.126 1.287 -0.1066
H -0.850 -3.354 2.671 0.0889
H -1.075 -2.981 0.968 0.0735
H -1.266 -1.710 2.168 0.0639
H 1.766 -3.954 2.836 0.1088
H 4.041 -2.558 2.284 0.1090
H 4.546 -0.270 0.931 0.0925
H 3.380 0.885 1.563 0.0589
H 3.269 0.319 -0.113 0.0587
C -2.845 2.680 2.739 -0.0685
N -1.537 2.501 3.368 -0.3000
C -1.466 2.872 4.774 -0.0696
P -0.262 2.011 2.492 0.5493
O -0.722 0.879 1.582 -0.3746
N 0.304 3.266 1.595 -0.2970
C -0.062 4.663 1.784 -0.0673
C 1.278 3.027 0.549 -0.0954
N 0.967 1.502 3.440 -0.2907
C 2.033 2.365 3.931 -0.0799
C 0.852 0.224 4.148 -0.0678
H -3.590 2.072 3.254 0.0972
H -2.810 2.367 1.698 0.0752
H -3.153 3.727 2.788 0.0907
H -2.172 2.275 5.354 0.0964
H -1.717 3.928 4.908 0.0912
H -0.466 2.703 5.166 0.0678
H -0.795 4.751 2.581 0.0742
H -0.495 5.071 0.868 0.0965
H 0.815 5.259 2.050 0.0910
H 1.634 1.985 0.583 0.0321
H 2.177 3.634 0.697 0.1055
H 0.868 3.236 -0.442 0.0931
H 2.095 3.274 3.336 0.0764
H 2.986 1.836 3.864 0.0894
H 1.876 2.642 4.977 0.0873
H -0.004 -0.334 3.778 0.0757
H 0.731 0.393 5.221 0.0943
H 1.748 -0.376 3.978 0.0872
```

Output
Kohn-Sham gap in eV: 5.67
Highest occupied orbital energy in eV: -10.7
Energy relative to the best compared isomer or geometry (same formula, charge and spin) in kcal/mol: 0.0
Total charge: +1

Record 10
The following is a quantum chemistry calculation of a cluster of 2 separate species, C5H14 in total, from OMol25.

Geometry as XYZ:
```
19
Properties=species:S:1:pos:R:3:lowdin_charge:R:1
C -1.352 2.029 -0.107 -0.1262
C -0.836 1.119 -1.221 -0.3363
C -1.446 -0.265 -1.085 -0.1340
H -0.885 1.667 0.830 0.0620
H -2.383 1.745 0.100 0.0713
H -1.111 3.085 -0.138 0.0659
H -1.149 1.616 -2.156 0.0965
H 0.240 1.122 -1.401 0.0904
H -2.465 -0.370 -1.439 0.0725
H -0.744 -1.030 -1.441 0.0714
H -1.434 -0.573 -0.032 0.0590
C 1.703 -0.518 0.966 -0.1585
C 1.735 -2.065 1.036 -0.1472
H 2.004 0.031 1.864 0.0646
H 2.272 -0.126 0.126 0.0606
H 0.677 -0.183 0.857 0.0197
H 0.693 -2.380 1.079 0.0559
H 2.155 -2.482 1.952 0.0567
H 2.327 -2.423 0.208 0.0557
```

Output
Kohn-Sham gap in eV: 12.16
Highest occupied orbital energy in eV: -11.0
Energy relative to the best compared isomer or geometry (same formula, charge and spin) in kcal/mol: 15.4
Total charge: 0

Record 11
The following is a quantum chemistry calculation of a structure of composition C18H18IN4O5W, from OMol25.

Geometry as XYZ:
```
47
Properties=species:S:1:pos:R:3:lowdin_charge:R:1
W 0.041 0.572 1.040 1.5753
N -1.897 1.539 0.416 -0.0303
C -1.605 2.932 -0.008 -0.0929
C -0.633 3.488 1.008 -0.4727
O -0.728 4.585 1.484 0.1374
N 0.343 2.554 1.402 -0.1630
C 0.768 2.702 2.783 -0.1403
C 0.167 1.531 3.574 -0.5526
O 0.516 1.139 4.637 0.1552
O -0.834 0.944 2.814 -0.2284
H -2.347 1.019 -0.331 0.1212
H -2.505 1.538 1.233 0.1267
H -2.499 3.546 -0.050 0.1409
H -1.132 2.892 -0.987 0.1180
H 0.365 3.615 3.224 0.1392
H 1.852 2.676 2.885 0.1084
C 1.464 2.583 -2.944 -0.0019
C 1.251 1.105 -3.028 -0.2390
N 1.601 0.473 -4.131 0.1525
C 1.415 -0.857 -4.224 -0.0612
C 0.870 -1.643 -3.238 -0.1302
C 0.688 -3.125 -3.434 -0.1871
O 1.228 -3.887 -2.358 -0.0557
C 0.481 -0.977 -2.055 -0.0779
C -0.140 -1.691 -0.963 0.0265
N -0.796 -1.068 -0.032 -0.0464
C -0.991 -1.695 1.251 -0.3245
C -2.023 -2.537 1.654 0.0089
C -1.902 -3.018 2.942 -0.0250
C -0.815 -2.648 3.766 -0.0215
C 0.150 -1.755 3.358 -0.0546
C 0.040 -1.247 2.061 -0.3142
I 2.679 0.187 1.116 0.6086
C 0.685 0.395 -1.941 -0.2596
O 0.386 1.093 -0.842 -0.3413
H 2.196 2.882 -3.690 0.0911
H 1.803 2.889 -1.955 0.0837
H 0.532 3.114 -3.156 0.0919
H 1.738 -1.311 -5.155 0.1253
H 1.123 -3.418 -4.391 0.1285
H -0.371 -3.385 -3.478 0.1347
H 2.187 -3.929 -2.451 0.1085
H -0.043 -2.776 -0.922 0.1536
H -2.831 -2.826 0.996 0.1246
H -2.643 -3.705 3.327 0.1196
H -0.768 -3.061 4.765 0.1222
H 0.937 -1.434 4.026 0.1178
```

Output
Kohn-Sham gap in eV: 6.76
Highest occupied orbital energy in eV: -12.2
Energy relative to the best compared isomer or geometry (same formula, charge and spin) in kcal/mol: 53.2
Total charge: +1

Record 12
The following is a quantum chemistry calculation of the molecule C3H4N4O, from OMol25.

Geometry as XYZ:
```
12
Properties=species:S:1:pos:R:3:lowdin_charge:R:1
N -0.713 -1.510 1.026 0.1053
C -0.444 -0.543 0.074 -0.2390
C -1.068 -0.217 -1.155 -0.0817
N -0.443 0.817 -1.689 0.0311
N 0.586 1.126 -0.946 0.0247
C 0.661 0.340 0.167 -0.2615
N 1.456 0.432 1.304 -0.0061
O 2.265 1.362 1.274 -0.0480
H -1.682 -1.754 1.316 0.1228
H -0.006 -1.410 1.733 0.0729
H -1.806 -0.550 -1.827 0.0936
H 1.196 1.905 -1.278 0.1859
```

Output
Kohn-Sham gap in eV: 8.05
Highest occupied orbital energy in eV: -8.7
Energy relative to the best compared isomer or geometry (same formula, charge and spin) in kcal/mol: 78.1
Total charge: 0